ORCA calculation (ωB97M-V/def2-TZVPD) on a molecular structure, C18H27ClN2O4SW at a distorted geometry.

Results
E_LUMO (alpha / beta)	0.16378 / 0.16383	Ha
molecular weight	586.8	g/mol
energy	-2038.00769	a.u.
HOMO energy (alpha / beta)	2.5777 / -2.2915	eV
charge	-2
HOMO-LUMO gap (alpha / beta)	1.88 / 6.75	eV
<S²>	2.01
2S+1	3

Each line ends with the Löwdin charge.
CARTESIAN COORDINATES (ANGSTROEM)
W (0.53, 0.65, 1.12)  1.19
Cl (2.38, 2.18, 1.24)  -0.08
C (-1.52, -0.54, 1.61)  -0.25
C (-2.69, -0.45, 0.87)  -0.15
C (-3.90, -1.01, 1.33)  -0.08
C (-3.94, -1.74, 2.53)  -0.32
C (-2.75, -1.88, 3.25)  -0.07
C (-1.56, -1.31, 2.76)  -0.15
H (-2.65, 0.05, -0.09)  0.04
H (-4.81, -0.90, 0.74)  0.09
H (-2.73, -2.45, 4.19)  0.10
H (-0.64, -1.48, 3.31)  0.06
C (-5.24, -2.39, 2.96)  -0.09
H (-5.26, -2.51, 4.05)  0.06
H (-5.38, -3.38, 2.50)  0.07
H (-6.07, -1.75, 2.64)  0.06
C (1.84, -0.23, -2.91)  -0.16
N (1.81, -0.50, -1.58)  0.01
H (0.98, 1.41, -4.07)  0.04
N (0.56, 1.26, -1.96)  -0.02
H (2.45, -0.75, -3.63)  0.07
C (2.75, -1.55, -1.07)  -0.55
C (3.58, -2.13, -2.22)  -0.18
C (3.76, -0.93, -0.14)  -0.07
H (4.21, -1.38, -2.72)  0.07
H (4.25, -2.89, -1.81)  0.08
H (2.97, -2.65, -2.96)  0.06
H (2.84, -3.43, -0.10)  0.08
H (1.40, -3.24, -1.18)  0.09
H (3.32, -0.42, 0.71)  0.01
C (2.05, -2.74, -0.44)  -0.05
H (4.39, -0.22, -0.69)  0.09
H (4.39, -1.73, 0.27)  0.09
H (1.48, -2.45, 0.45)  0.05
C (1.11, 0.87, -3.15)  -0.15
C (0.53, 3.69, -1.43)  -0.08
H (1.44, 3.82, -2.04)  0.08
H (-0.11, 4.57, -1.59)  0.08
C (-0.26, 2.47, -1.91)  -0.58
H (-2.11, 3.24, -1.27)  0.09
C (-0.69, 2.81, -3.35)  -0.27
H (-1.20, 1.98, -3.85)  0.05
H (0.80, 3.62, -0.37)  0.02
H (-1.32, 2.28, 0.00)  0.06
H (0.17, 3.13, -3.96)  0.03
H (-1.38, 3.67, -3.31)  0.06
C (-1.51, 2.34, -1.08)  -0.06
H (-2.10, 1.48, -1.42)  0.08
C (0.99, 0.43, -0.94)  -0.24
O (-0.22, -0.18, 5.65)  -0.45
S (0.84, 0.62, 5.06)  0.86
O (1.17, 1.89, 5.69)  -0.46
O (1.29, -0.77, 1.84)  -0.56
O (-0.22, 1.52, 2.47)  -0.69

***

ORCA calculation (ωB97M-V/def2-TZVPD) on a molecular structure, C18H27ClN4O11V at a distorted geometry.

Results
E_LUMO (alpha / beta)	0.10222 / 0.10230	Ha
molecular weight	561.8	g/mol
energy	-3152.82993	a.u.
HOMO energy (alpha / beta)	-4.5205 / -4.5180	eV
charge	-1
HOMO-LUMO gap (alpha / beta)	7.30 / 7.30	eV
ΔE to the lowest compared entry with this formula, charge and spin	14.76	kcal per mole
<S²>	2.01
2S+1	3

Each line ends with the Löwdin charge.
CARTESIAN COORDINATES (ANGSTROEM)
V (0.09, -0.12, 1.80)  1.04
C (-2.92, -2.66, -1.79)  -0.07
C (-1.79, -2.33, -2.76)  -0.19
C (-1.00, -1.06, -2.44)  -0.27
C (0.21, -0.97, -3.44)  -0.13
C (0.40, 0.35, -4.18)  -0.09
C (-1.87, 0.15, -2.64)  -0.44
O (-2.71, 0.25, -3.51)  0.09
N (-1.57, 1.19, -1.80)  0.21
C (-0.94, 1.11, -0.56)  -0.53
O (-0.85, 2.13, 0.11)  0.08
N (-0.45, -0.10, -0.14)  0.07
C (-0.42, -1.18, -1.01)  -0.41
O (0.04, -2.25, -0.70)  0.09
H (-3.48, -3.53, -2.15)  0.07
H (-3.63, -1.83, -1.70)  0.07
H (-2.53, -2.89, -0.80)  0.07
H (-2.20, -2.20, -3.77)  0.12
H (-1.08, -3.16, -2.78)  0.12
H (0.06, -1.75, -4.19)  0.11
H (1.11, -1.23, -2.89)  0.11
H (-0.47, 0.59, -4.80)  0.07
H (1.27, 0.28, -4.84)  0.07
H (0.57, 1.18, -3.49)  0.06
H (-2.05, 2.07, -1.97)  0.16
C (4.81, 0.58, -0.27)  -0.15
C (4.13, 1.69, -1.10)  -0.14
C (2.71, 1.14, -1.35)  -0.19
O (2.56, 0.01, -0.51)  -0.17
C (3.83, -0.59, -0.39)  -0.20
H (4.88, 0.87, 0.78)  0.09
H (5.80, 0.33, -0.64)  0.10
H (4.64, 1.86, -2.04)  0.10
H (4.10, 2.63, -0.56)  0.10
H (2.61, 0.83, -2.40)  0.10
H (1.92, 1.84, -1.11)  0.12
H (4.05, -1.20, -1.28)  0.12
H (3.82, -1.24, 0.49)  0.11
O (1.41, -1.68, 1.75)  -0.08
N (0.46, -2.52, 1.95)  -0.49
O (0.62, -3.69, 2.08)  0.14
O (-0.69, -1.95, 2.02)  -0.08
C (-3.23, -0.62, 1.00)  -0.05
C (-2.85, 0.36, 2.08)  -0.34
C (-3.74, 1.16, 2.73)  -0.08
C (-3.02, 1.86, 3.73)  -0.08
C (-1.72, 1.48, 3.65)  -0.34
C (-0.65, 1.98, 4.58)  -0.05
N (-1.56, 0.55, 2.61)  -0.04
H (-4.11, -1.18, 1.32)  0.08
H (-2.46, -1.34, 0.79)  0.03
H (-3.49, -0.11, 0.06)  0.07
H (-4.80, 1.21, 2.51)  0.09
H (-3.42, 2.57, 4.44)  0.09
H (-1.14, 2.62, 5.31)  0.07
H (0.11, 2.58, 4.07)  0.06
H (-0.14, 1.18, 5.11)  0.06
O (2.51, 2.08, 3.84)  -0.27
Cl (2.21, 0.95, 3.02)  0.74
O (1.30, 0.02, 3.71)  -0.35
O (3.39, 0.28, 2.60)  -0.27
O (1.42, 1.40, 1.84)  -0.38

***

ORCA calculation (ωB97M-V/def2-TZVPD) on 4 unconnected molecules or ions with the total composition C18H27ClN6O11PS at a distorted geometry.

Results
E_LUMO	-0.16273	Ha
molecular weight	601.9	g/mol
energy	-3057.35103	a.u.
HOMO energy	-11.7651	eV
charge	+1
HOMO-LUMO gap	7.34	eV

Each line ends with the Löwdin charge.
CARTESIAN COORDINATES (ANGSTROEM)
C (4.76, -1.01, 2.36)  -0.10
C (4.07, -0.72, 0.86)  -0.21
N (3.14, 0.45, 1.07)  -0.14
C (1.70, 0.05, 1.28)  -0.15
C (0.76, 0.04, -0.06)  -0.08
N (-0.46, -0.84, 0.29)  -0.07
C (-0.66, -2.32, -0.01)  -0.12
N (0.19, -3.20, -0.67)  -0.02
N (-0.22, -4.55, -0.79)  0.07
C (0.71, -5.39, -0.22)  0.04
O (1.68, -6.23, 0.23)  0.06
N (-1.99, -2.86, 0.53)  0.12
C (-2.56, -1.62, 1.20)  -0.44
Cl (-4.20, -1.54, 2.14)  0.62
N (-1.60, -0.43, 1.02)  -0.25
P (-2.03, 1.17, 1.69)  0.38
S (-1.19, 1.56, 3.42)  0.18
C (3.31, 1.54, 0.04)  -0.29
C (3.55, 1.36, -1.57)  -0.04
O (3.33, 2.82, 0.50)  -0.04
H (5.91, -1.21, 2.29)  0.07
H (4.26, -1.93, 2.90)  0.08
H (4.59, -0.09, 3.09)  0.10
H (3.46, -1.71, 0.59)  0.11
H (4.90, -0.55, 0.04)  0.11
H (1.68, -1.06, 1.72)  0.14
H (1.28, 0.77, 2.13)  0.10
H (0.30, 1.10, -0.33)  0.14
H (1.27, -0.45, -1.01)  0.14
H (1.12, -2.90, -1.05)  0.18
H (-3.47, 1.21, 1.95)  -0.01
H (-1.69, 2.20, 0.71)  0.02
H (4.67, 1.68, -1.81)  0.10
H (2.84, 2.14, -2.13)  0.11
H (3.32, 0.25, -1.89)  0.08
C (-7.63, 2.72, 0.52)  -0.12
C (-7.16, 1.63, 1.43)  -0.13
O (-5.79, 1.51, 1.10)  -0.02
C (-5.39, 2.70, 0.56)  -0.53
O (-4.24, 3.00, 0.32)  0.09
O (-6.47, 3.51, 0.32)  0.09
H (-8.43, 3.31, 0.96)  0.15
H (-7.96, 2.34, -0.45)  0.13
H (-7.25, 1.90, 2.48)  0.14
H (-7.68, 0.69, 1.26)  0.14
C (-5.62, -0.87, -2.66)  -0.13
C (-6.37, -0.22, -1.55)  -0.15
O (-7.65, 0.03, -2.12)  0.06
C (-7.80, -0.86, -3.14)  -0.51
O (-8.85, -1.05, -3.74)  0.15
O (-6.63, -1.52, -3.41)  0.07
H (-4.88, -1.59, -2.30)  0.13
H (-5.12, -0.14, -3.31)  0.14
H (-6.49, -0.88, -0.69)  0.13
H (-5.91, 0.72, -1.22)  0.12
C (9.57, 0.30, -0.73)  -0.13
C (8.81, 0.95, 0.38)  -0.13
O (7.54, 1.19, -0.19)  0.06
C (7.39, 0.31, -1.21)  -0.50
O (6.34, 0.12, -1.81)  0.09
O (8.55, -0.35, -1.48)  0.07
H (10.31, -0.42, -0.37)  0.14
H (10.07, 1.03, -1.38)  0.14
H (8.69, 0.29, 1.25)  0.14
H (9.28, 1.89, 0.71)  0.14

***

ORCA calculation (ωB97M-V/def2-TZVPD) on a molecular structure, C18H27Cu2N9O4P at a distorted geometry.

Results
E_LUMO	0.08413	Ha
molecular weight	591.5	g/mol
energy	-5118.33573	a.u.
HOMO energy	-5.2068	eV
charge	-1
HOMO-LUMO gap	7.50	eV
ΔE to the lowest compared entry with this formula, charge and spin	0.00	kcal per mole

Each line ends with the Löwdin charge.
CARTESIAN COORDINATES (ANGSTROEM)
Cu (-1.06, -0.91, 0.80)  0.31
Cu (1.97, -0.33, -0.34)  0.35
P (-0.20, 1.12, -0.66)  0.07
O (0.59, 0.66, -1.91)  -0.42
O (-0.28, 2.60, -0.44)  -0.36
O (0.60, 0.42, 0.60)  -0.52
O (-1.59, 0.35, -0.60)  -0.44
C (-2.76, 3.24, -1.78)  -0.08
C (-3.91, 3.70, -1.09)  -0.28
N (-4.82, 4.00, -0.43)  0.11
H (-2.84, 3.30, -2.84)  0.07
H (-2.63, 2.20, -1.62)  0.05
H (-1.87, 3.72, -1.47)  0.05
C (2.86, -1.82, 3.42)  -0.05
C (1.63, -1.58, 4.15)  -0.26
N (0.70, -1.44, 4.81)  0.16
H (3.53, -0.98, 3.53)  0.07
H (2.55, -1.92, 2.38)  0.07
H (3.33, -2.75, 3.82)  0.10
C (-2.92, 2.56, 1.73)  -0.08
C (-2.95, 1.61, 2.78)  -0.27
N (-2.99, 0.84, 3.65)  0.14
H (-1.98, 2.47, 1.19)  0.06
H (-3.02, 3.61, 2.08)  0.11
H (-3.73, 2.43, 1.02)  0.05
C (0.15, -4.79, -0.90)  -0.06
C (0.81, -6.12, -0.64)  -0.27
N (1.29, -7.11, -0.39)  0.11
H (0.06, -4.61, -1.96)  0.05
H (0.71, -4.00, -0.39)  0.08
H (-0.84, -4.78, -0.48)  0.07
C (1.72, 2.88, -3.29)  -0.08
C (0.43, 2.90, -3.98)  -0.29
N (-0.48, 2.81, -4.63)  0.13
H (1.90, 1.87, -3.04)  0.01
H (1.63, 3.49, -2.37)  0.09
H (2.48, 3.33, -3.91)  0.07
C (1.07, 2.75, 2.85)  -0.08
C (2.23, 2.42, 3.59)  -0.30
N (3.18, 2.05, 4.14)  0.11
H (0.86, 2.22, 1.89)  0.06
H (1.04, 3.81, 2.67)  0.08
H (0.24, 2.56, 3.55)  0.09
C (3.33, -0.60, -3.60)  -0.02
C (3.38, -1.03, -2.24)  -0.21
N (3.38, -1.22, -1.13)  0.12
H (3.70, 0.43, -3.51)  0.10
H (2.28, -0.61, -3.87)  0.08
H (3.90, -1.11, -4.33)  0.08
C (-1.21, -1.68, -3.09)  -0.06
C (-0.17, -2.35, -3.93)  -0.27
N (0.65, -2.84, -4.62)  0.09
H (-1.05, -2.08, -2.06)  0.07
H (-2.22, -1.78, -3.51)  0.09
H (-0.87, -0.64, -3.12)  0.05
C (-2.12, -2.19, 4.42)  -0.09
C (-1.58, -2.31, 3.06)  -0.21
N (-1.27, -2.37, 1.95)  0.10
H (-3.18, -1.99, 4.21)  0.08
H (-1.71, -1.30, 4.93)  0.05
H (-1.94, -3.12, 4.96)  0.09